[1]
10
Properties=species:S:1:pos:R:3:forces:R:3:mulliken_charge:R:1 method="wB97M-V/def2-TZVPD" e_lumo_ev="0.5 / 0.7" total_charge=0 de_lowest_kcal_mol=134.8 largest_force_ev_per_a=2.90 spin_multiplicity=1
C 1.35033 -0.11081 -0.14042 0.6050 -0.3583 -2.8093 -0.5680
N -1.58336 -0.81319 0.35826 0.1202 -0.8841 0.8318 0.1646
N -2.27801 -0.37891 -0.44017 -0.9531 -0.0896 -0.5817 -0.3139
N -0.19752 1.52952 -0.33020 -1.7088 0.2267 2.0024 -0.4610
O 0.17577 0.44732 0.40630 1.9241 1.1768 -0.5462 -0.1010
H 1.45079 -0.11990 -1.28906 -1.0313 0.4774 1.4056 0.2731
H 1.42491 -1.16281 0.06106 -0.0611 -0.3753 0.9091 0.2722
H 2.22091 0.44928 0.12997 0.4936 0.1992 0.7988 0.2896
H -1.60622 -1.72787 0.88416 -0.6379 -0.1257 -0.3739 0.2078
H -0.95759 1.88736 0.36010 1.2493 -0.2472 -1.6366 0.2365


[2]
19
Properties=species:S:1:pos:R:3:forces:R:3:mulliken_charge:R:1 method="wB97M-V/def2-TZVPD" e_lumo_ev=0.3 total_charge=0 de_lowest_kcal_mol=97.3 largest_force_ev_per_a=4.95 spin_multiplicity=1 smiles="C=C/C(C)=C/C.O"
C -1.74603 0.45409 0.09793 0.1569 0.5604 -2.3326 -0.8091
C -0.45246 -0.35540 -0.07814 0.1975 -4.9476 0.0643 0.2631
C 0.26155 -0.96825 0.93267 0.7077 3.9492 0.4102 -0.3216
C 0.48558 0.03730 2.14313 2.5646 -1.9732 1.1359 -0.9943
C 0.95450 -1.63662 -1.95333 -4.5880 1.3763 0.8096 -0.8029
C -0.25034 -1.09349 -1.41187 2.7639 1.3560 -0.8400 -0.3743
H -1.63188 1.16079 -0.86825 -1.1079 -0.7820 2.4676 0.3348
H -2.70260 -0.17917 -0.11437 1.8685 0.9013 0.4237 0.3022
H -1.84980 0.96543 1.09908 0.2680 -0.3136 -1.4473 0.2595
H 1.12505 -1.58179 0.67074 -0.5577 -0.4075 0.0443 0.3450
H -0.22746 0.02496 2.96935 -0.3428 0.2358 -0.4728 0.2606
H 1.54189 -0.08063 2.75847 -2.4229 -0.1222 -1.8872 0.2594
H 0.57691 0.92525 1.54825 -0.2200 1.0440 0.9444 0.3680
H 1.88636 -1.33888 -1.58790 1.3419 -0.3161 1.1793 0.3282
H 0.93698 -2.25254 -2.85280 -0.1364 0.5649 0.0232 0.2572
H -1.00204 -0.74793 -2.10836 -0.7728 -1.3947 -0.4395 0.3126
H 1.44253 2.34622 -0.40507 -0.0373 0.5090 0.5121 0.3419
H 0.12778 1.84278 -0.72456 -0.5178 0.1360 0.1830 0.2928
O 0.52348 2.47787 -0.11497 0.8347 -0.3763 -0.7782 -0.6231


[3]
43
Properties=species:S:1:pos:R:3:forces:R:3:mulliken_charge:R:1 method="wB97M-V/def2-TZVPD" e_lumo_ev=0.1 total_charge=0 de_lowest_kcal_mol=42.7 largest_force_ev_per_a=1.68 spin_multiplicity=1 smiles="COc1ccc(-c2nnc(NC(=O)CSc3ccccc3)s2)cc1OC"
C -7.74394 -2.11928 -0.68478 -0.0866 -0.2351 -0.0165 -0.9367
H -7.33685 -2.68446 -1.52925 -0.0019 0.0212 0.0410 0.3694
O -7.15409 -0.84558 -0.58226 0.2135 0.3167 0.0372 -0.4126
C -5.82093 -0.76246 -0.36556 0.0805 0.1620 0.0145 0.9691
C -4.95922 -1.84249 -0.23554 -0.3705 0.0913 -0.0577 -0.4038
C -3.60814 -1.64933 -0.01336 0.2928 0.4204 0.0491 -1.2568
C -3.09393 -0.36073 0.08183 -0.9388 -0.3839 -0.1616 0.4913
C -3.95336 0.73699 -0.04882 -0.0106 -0.1056 -0.0028 -0.6293
C -5.30259 0.55401 -0.26931 -0.2150 -0.1422 -0.0369 0.7481
O -6.21517 1.54954 -0.40732 -0.0257 -0.3587 -0.0093 -0.4177
C -5.77139 2.88130 -0.31618 0.0759 0.1934 0.0151 -0.9215
H -6.66008 3.49528 -0.45111 0.0964 0.0018 0.0150 0.2196
H -5.04514 3.11887 -1.10045 -0.0145 -0.0152 0.0277 0.3617
H -5.33074 3.09308 0.66358 -0.0052 -0.0141 -0.0316 0.3636
H -3.53966 1.73068 0.02777 -0.0949 0.1467 -0.0112 0.4566
C -1.68790 -0.17316 0.31559 0.8962 0.7195 0.1412 0.1357
N -0.82992 -1.12133 0.46729 -1.5591 -0.5895 -0.2444 -0.7532
N 0.41452 -0.73090 0.67618 1.5572 0.3959 0.2941 -0.0770
C 0.56426 0.55036 0.69090 -1.1838 0.1447 -0.2096 0.4542
N 1.72723 1.23374 0.87992 0.0594 0.8174 -0.0130 -0.0524
C 3.00493 0.76692 1.14854 -0.0061 0.0054 0.0699 0.4157
O 3.89533 1.56348 1.29087 0.0035 0.0734 0.0475 -0.6020
C 3.14474 -0.72841 1.24273 1.0411 -0.3193 -0.2346 -0.8273
H 2.61814 -1.23924 0.43736 -0.0005 0.1114 0.1950 0.5274
H 2.71445 -1.07180 2.18507 -0.0832 -0.0448 -0.0905 0.5630
S 4.89119 -1.22656 1.29824 -0.2034 -0.0670 0.1346 -0.2170
C 5.55003 -0.58176 -0.21164 -0.1952 -0.0972 0.1873 0.8039
C 6.93610 -0.49038 -0.29081 -0.1313 -0.0452 0.0596 -0.7077
C 7.53454 -0.01448 -1.44017 0.0452 -0.0074 -0.0509 -0.4497
C 6.75796 0.37914 -2.51845 0.0363 0.0369 -0.0871 -0.5107
C 5.38023 0.28339 -2.43853 -0.0353 0.0295 -0.0960 -0.6488
C 4.77111 -0.20051 -1.29369 0.0566 0.0043 -0.0035 -0.2669
H 3.69478 -0.27360 -1.26263 -0.0977 -0.0224 0.0133 0.3573
H 4.76659 0.58451 -3.27532 -0.0338 0.0265 -0.0712 0.3695
H 7.22396 0.75896 -3.41520 0.0403 0.0304 -0.0673 0.3683
H 8.61086 0.05636 -1.49236 0.0893 0.0048 -0.0006 0.3617
H 7.53056 -0.79246 0.55788 0.1159 0.0077 0.0915 0.3674
H 1.66317 2.24494 0.84226 0.1680 -0.2112 0.0294 0.2306
S -0.94082 1.43324 0.42954 0.3800 -0.8844 0.0694 -0.3156
H -2.94012 -2.48840 0.08854 0.0515 -0.1002 0.0072 0.4867
H -5.33594 -2.84992 -0.30626 -0.0902 -0.0772 -0.0153 0.3831
H -7.61592 -2.69726 0.23597 0.0100 0.0220 -0.0385 0.3702
H -8.80429 -1.93719 -0.85111 0.0737 -0.0630 0.0107 0.2325


[4]
42
Properties=species:S:1:pos:R:3:forces:R:3:mulliken_charge:R:1 method="wB97M-V/def2-TZVPD" e_lumo_ev=2.8 total_charge=-1 de_lowest_kcal_mol=9.1 largest_force_ev_per_a=8.16 spin_multiplicity=1
F -42.03276 -2.67098 38.55405 -0.1219 -0.2075 -0.2012 -0.8560
C -45.55628 -1.55749 36.73960 -1.2307 -4.3567 -0.1870 -1.2095
C -45.85858 -2.39791 38.13195 1.2234 1.8802 -2.7366 0.6973
C -45.18882 -1.67873 39.30835 2.7209 -2.7773 -2.1817 -0.2818
O -46.16856 -1.34442 40.21512 -2.0498 -0.1132 2.3194 -0.3458
C -47.39050 -1.48286 39.69039 -1.2106 -1.7837 -1.4274 0.5569
O -48.50244 -1.23715 40.14348 3.4267 -0.3450 -1.1977 -0.5619
O -47.16578 -2.12892 38.40650 -4.2203 0.2563 2.1970 -0.4008
H -44.61198 -2.01019 36.52412 0.8573 -0.3498 -0.9824 0.2517
H -45.27776 -0.55330 36.87178 -0.6220 1.5731 0.2961 0.4345
H -46.34098 -1.84867 35.85840 1.8869 1.0257 2.3286 0.2167
H -45.51993 -3.49902 37.93191 -1.1896 1.7515 0.7364 0.0199
H -44.93322 -0.75027 38.90577 1.6761 1.2745 -0.3485 0.2815
H -44.32753 -2.41769 39.50752 -0.8301 1.9199 1.1373 0.2911
C -38.35821 -4.45564 39.55731 2.3526 1.5210 2.4220 -1.8498
C -39.07904 -4.01237 38.34841 -1.3053 -2.1465 1.4195 1.0435
C -38.72523 -2.73595 37.66947 -2.0921 5.0338 6.0686 -0.3523
O -38.43185 -2.98848 36.38726 0.8893 -0.4682 -1.8680 -0.2622
C -38.48813 -4.29078 36.22932 1.2475 -5.2758 -1.9898 0.6425
O -38.22125 -4.91567 35.20599 -0.7532 1.9286 1.6600 -0.6225
O -38.77274 -5.01438 37.39701 0.7697 1.8597 -3.3681 -0.3840
H -38.58493 -3.90371 40.50685 -0.4956 -0.6023 -0.8668 0.3690
H -37.24653 -4.44687 39.58764 -0.2540 0.5969 -0.8894 0.4132
H -38.50331 -5.49192 39.63125 -0.8921 -1.4394 0.6429 0.4236
H -40.11415 -4.26943 38.61396 -0.3369 1.5551 -0.4170 0.1089
H -37.92295 -2.22011 38.42376 -0.9300 -1.0023 -2.5877 0.2271
H -39.62548 -1.98711 37.73927 1.4136 -1.5015 -0.1898 0.2194
C -43.49042 -5.60113 35.99768 0.4994 -4.5526 1.6323 -0.7430
C -42.26139 -4.77875 35.68118 3.0971 -0.4616 -0.3427 -0.2419
C -42.48953 -3.88616 34.46555 1.2057 3.0329 0.0557 -0.5558
S -43.81777 -4.73875 33.67641 -0.6233 -0.7010 -0.6162 1.0949
O -43.38881 -5.94850 33.04670 0.8919 -0.6717 -0.6883 -0.6747
O -44.66505 -3.85294 32.95731 -0.6378 1.1400 -0.9706 -0.7120
C -44.65256 -5.27565 35.13760 -2.2621 0.8549 -0.2724 -0.4516
H -43.71866 -5.75462 37.09669 0.2351 1.0108 -1.1011 0.4353
H -43.21644 -6.69984 35.75495 -0.4999 1.5060 0.0587 0.2496
H -41.22398 -5.35252 35.36341 -2.9061 0.6782 1.2081 0.2063
H -42.06655 -4.27766 36.60900 0.6150 1.1208 0.2390 0.1650
H -41.45546 -3.68801 33.91129 -2.6320 -0.7971 0.5856 0.3875
H -42.92476 -2.79917 34.64561 0.7549 -2.2444 0.0498 0.2518
H -45.37984 -6.11991 34.90958 1.3042 0.8659 -0.0096 0.4506
H -45.34398 -4.41854 35.38408 1.0279 -0.5883 0.3831 0.0677